A molecular structure, C18H17BrCrN4O2S, computed with ωB97M-V with the def2-TZVPD basis set.

The geometry in XYZ format:
```
44
Properties=species:S:1:pos:R:3
Cr 0.04 -0.54 -0.06
Br 5.87 4.06 0.04
C 4.59 2.66 0.01
C 5.01 1.34 0.02
C 4.08 0.32 -0.01
C 2.70 0.61 -0.08
O 1.80 -0.31 -0.13
C 2.28 1.98 -0.10
C 0.91 2.32 -0.13
N -0.11 1.48 -0.18
C -1.40 1.96 -0.14
C -1.82 3.31 -0.09
C -3.16 3.62 -0.03
C -4.13 2.63 -0.01
C -3.77 1.28 -0.07
C -4.69 0.21 -0.07
C -4.21 -1.08 -0.18
C -2.85 -1.31 -0.25
N -1.92 -0.33 -0.19
C -2.39 0.95 -0.14
C 3.25 2.99 -0.05
H 6.07 1.10 0.05
H 4.40 -0.71 0.01
H 0.70 3.39 -0.09
H -1.10 4.12 -0.09
H -3.46 4.66 0.00
H -5.18 2.90 0.03
H -5.75 0.41 0.00
H -4.89 -1.91 -0.23
H -2.46 -2.32 -0.35
H 2.95 4.03 -0.07
N -1.81 -1.88 2.75
C -1.59 -0.55 2.75
N -2.64 0.28 2.85
S -0.03 0.05 2.77
H -2.72 -2.25 2.53
H -1.00 -2.47 2.60
H -3.59 -0.05 2.71
H -2.47 1.26 2.75
C 0.07 -3.63 -0.05
O -0.02 -2.30 0.21
H 1.12 -3.93 -0.09
H -0.40 -3.90 -1.01
H -0.43 -4.21 0.74
```

The gap between HOMO and LUMO (alpha / beta) comes out at 5.28 / 6.61 eV. As for the charge: 0. Its HOMO energy (alpha / beta) is -6.532 / -7.729 eV. Its spin multiplicity is 5. The energy above the lowest of the compared OMol25 structures with the same formula, charge and spin is 26.3 kcal per mole.



A gas-phase ion, HN6O (charge -1), computed with ωB97M-V with the def2-TZVPD basis set.

The geometry in XYZ format:
```
8
Properties=species:S:1:pos:R:3
N 0.23 1.39 -0.51
N 0.17 1.51 0.76
N -0.32 0.45 1.53
N -0.11 -1.03 -0.53
N -0.48 -0.91 0.85
N 0.05 0.07 -1.11
O 0.39 0.11 -2.30
H 0.07 -1.59 1.32
```

The gap between HOMO and LUMO comes out at 7.87 eV. As for the charge: -1. Its HOMO energy is -3.011 eV. Its spin multiplicity is 1. The energy above the lowest of the compared OMol25 structures with the same formula, charge and spin is 67.6 kcal per mole. Its SMILES is O=[N+]1[N-]N=NN[N-]1.



6 unconnected molecules or ions with the total composition C30H38ClFN4O20P, computed with ωB97M-V with the def2-TZVPD basis set.

The geometry in XYZ format:
```
95
Properties=species:S:1:pos:R:3
C 2.70 0.67 0.30
C 2.15 0.92 -1.25
C 0.56 0.54 -1.34
C -0.40 1.44 -0.31
C -1.94 1.28 -0.93
C -2.68 2.47 -1.79
C -2.12 4.00 -2.20
C -2.19 4.34 -3.76
C -1.64 5.78 -4.29
C -1.08 6.66 -3.04
C -1.17 6.08 -1.55
N -1.66 4.78 -1.02
N -3.99 1.80 -2.15
P -5.33 2.49 -3.15
O -5.67 1.19 -4.31
Cl -7.04 2.94 -1.97
C -4.09 0.38 -1.55
C -5.37 -0.70 -1.67
O -6.66 -0.30 -1.55
N -5.17 -2.20 -1.91
C -6.52 -2.94 -1.77
O -7.12 -3.36 -2.91
F -7.08 -3.20 -0.39
N -2.81 0.05 -0.81
C -2.35 -1.18 -0.05
O -3.13 -1.22 1.22
O -2.66 -0.30 2.05
H 3.88 0.54 0.27
H 2.39 1.63 0.90
H 2.16 -0.25 0.82
H 2.23 2.09 -1.46
H 2.77 0.30 -2.04
H 0.19 0.85 -2.43
H 0.32 -0.62 -1.25
H -0.44 0.98 0.77
H -0.05 2.57 -0.28
H -2.64 3.57 -4.53
H -1.61 6.12 -5.41
H -0.63 7.74 -3.24
H -0.77 6.81 -0.70
H -4.76 0.95 -4.70
H -4.60 -2.61 -1.12
H -2.50 -2.13 -0.72
H -1.22 -1.17 0.27
H -3.08 0.60 1.83
C 2.71 -0.66 5.63
C 2.92 -1.83 4.72
O 2.15 -1.50 3.58
C 2.03 -0.14 3.57
O 1.57 0.50 2.64
O 2.49 0.41 4.73
H 3.59 -0.46 6.26
H 1.84 -0.77 6.27
H 3.97 -1.94 4.42
H 2.57 -2.76 5.17
C 4.56 -2.43 -4.06
C 5.80 -1.76 -4.54
O 6.11 -0.85 -3.51
C 5.52 -1.32 -2.37
O 5.72 -0.87 -1.26
O 4.69 -2.37 -2.65
H 4.48 -3.47 -4.39
H 3.65 -1.89 -4.35
H 6.64 -2.46 -4.66
H 5.65 -1.24 -5.49
C -9.63 -2.75 2.05
C -8.78 -3.41 3.08
O -9.70 -3.74 4.11
C -10.93 -3.81 3.52
O -11.93 -4.23 4.08
O -10.90 -3.35 2.24
H -9.26 -2.93 1.03
H -9.72 -1.67 2.21
H -8.32 -4.34 2.72
H -7.99 -2.75 3.46
C 6.81 -5.38 3.11
C 5.92 -4.66 2.15
O 5.05 -3.94 3.00
C 5.69 -3.79 4.19
O 5.30 -3.07 5.10
O 6.83 -4.54 4.24
H 7.82 -5.52 2.71
H 6.41 -6.36 3.40
H 6.47 -3.95 1.52
H 5.36 -5.34 1.50
C 5.30 4.10 0.29
C 5.71 5.32 -0.46
O 4.80 5.37 -1.54
C 3.69 4.67 -1.15
O 2.64 4.65 -1.78
O 3.91 4.00 0.01
H 5.47 4.18 1.36
H 5.79 3.19 -0.08
H 5.60 6.23 0.14
H 6.74 5.26 -0.82
```

The gap between HOMO and LUMO comes out at 6.74 eV. As for the charge: +1. Its HOMO energy is -11.673 eV. Its spin multiplicity is 1.



2 unconnected molecules or ions with the total composition C10H18N, computed with ωB97M-V with the def2-TZVPD basis set.

The geometry in XYZ format:
```
29
Properties=species:S:1:pos:R:3
C -3.78 -0.31 1.36
C -3.11 -0.81 0.36
C -1.81 -1.86 -1.59
C -2.47 -1.30 -0.61
C 1.26 1.28 2.45
C -0.25 1.32 -1.79
C 2.21 -1.17 -1.16
C 0.84 0.08 1.61
C -0.13 0.87 -0.40
C 2.18 0.19 -0.46
N 0.90 0.41 0.19
H -4.37 0.59 1.25
H -1.28 -2.79 -1.46
H -1.82 -1.46 -2.60
H 1.20 1.02 3.50
H 2.28 1.59 2.23
H 0.60 2.13 2.27
H -1.07 0.77 -2.26
H -0.58 2.36 -1.79
H 0.65 1.22 -2.39
H 1.44 -1.23 -1.92
H 3.18 -1.31 -1.63
H 2.07 -1.98 -0.45
H -0.18 -0.22 1.86
H 1.51 -0.76 1.80
H -3.79 -0.79 2.32
H -1.04 0.96 0.20
H 2.38 0.99 -1.18
H 2.96 0.22 0.30
```

The gap between HOMO and LUMO comes out at 8.76 eV. As for the charge: +1. Its HOMO energy is -12.460 eV. Its spin multiplicity is 1. The energy above the lowest of the compared OMol25 structures with the same formula, charge and spin is 65.0 kcal per mole.



A molecular structure, C26H48OP2Sc, computed with ωB97M-V with the def2-TZVPD basis set.

The geometry in XYZ format:
```
78
Properties=species:S:1:pos:R:3
Sc 0.23 0.37 1.97
C -0.58 2.43 2.99
C -1.70 1.53 2.88
C -0.17 0.61 4.35
C 0.35 1.86 3.90
C -1.44 0.40 3.72
C -0.45 3.76 2.33
H -1.06 3.82 1.42
H 0.59 3.97 2.07
H -0.78 4.58 3.00
C 1.64 2.45 4.35
H 1.87 3.37 3.80
H 2.46 1.73 4.18
H 1.62 2.69 5.42
C 0.48 -0.28 5.34
H 0.35 0.08 6.37
H 1.56 -0.34 5.15
H 0.07 -1.30 5.29
C -2.35 -0.75 3.97
H -2.94 -0.60 4.89
H -1.79 -1.68 4.10
H -3.06 -0.88 3.15
C -2.97 1.80 2.15
H -3.71 2.26 2.82
H -3.43 0.87 1.77
H -2.83 2.49 1.31
C 0.52 0.16 -4.89
C -0.47 1.06 -4.92
C -1.87 0.86 -5.40
C -2.40 -0.60 -5.44
C -2.20 -1.37 -4.16
C -1.16 -2.14 -3.85
C 0.07 -2.35 -4.67
C 0.52 -1.18 -5.57
H -1.97 1.29 -6.42
H -2.01 -1.12 -6.32
H -2.55 1.45 -4.76
H -0.07 -1.17 -6.50
H 1.49 0.43 -4.45
H -0.23 2.11 -4.67
H 1.55 -1.40 -5.87
H 0.91 -2.60 -3.99
H -1.22 -2.81 -2.98
H -0.06 -3.24 -5.31
H -3.49 -0.51 -5.60
H -3.08 -1.36 -3.50
P 0.40 1.05 -0.63
C 2.00 1.47 -1.39
C -0.80 1.88 -1.71
P -0.74 -1.52 0.27
C 0.16 -0.72 -1.15
C -2.38 -1.85 -0.47
C 0.02 -3.17 0.38
H 2.79 1.01 -0.78
H 2.11 2.56 -1.36
H 2.06 1.10 -2.42
H -0.71 1.54 -2.75
H -0.59 2.96 -1.68
H -1.83 1.71 -1.36
H 0.04 -3.65 -0.61
H -0.59 -3.77 1.08
H 1.04 -3.06 0.78
H 1.13 -1.20 -1.29
H -0.40 -0.79 -2.10
H -2.91 -2.54 0.20
H -2.32 -2.29 -1.48
H -2.95 -0.91 -0.53
C 3.39 -2.19 2.62
C 3.21 -0.68 2.60
C 4.34 0.04 1.87
O 1.97 -0.35 1.99
H 3.40 -2.58 1.59
H 2.57 -2.69 3.14
H 4.33 -2.48 3.10
H 3.17 -0.31 3.64
H 5.31 -0.17 2.33
H 4.37 -0.29 0.82
H 4.19 1.12 1.87
```

The gap between HOMO and LUMO comes out at 8.35 eV. As for the charge: +1. Its HOMO energy is -10.915 eV. Its spin multiplicity is 1. The energy above the lowest of the compared OMol25 structures with the same formula, charge and spin is 0.0 kcal per mole.



A single C6H12N2 molecule, computed with ωB97M-V with the def2-TZVPD basis set.

The geometry in XYZ format:
```
20
Properties=species:S:1:pos:R:3
C -1.28 -0.14 -0.59
C -0.48 -1.44 -0.05
C 0.86 -0.81 0.62
C 0.57 0.65 0.74
C 0.78 1.92 0.02
C -0.02 0.82 -0.67
H -2.66 1.08 0.32
H -3.18 -0.63 0.03
H -1.55 -0.29 -1.61
H -1.12 -1.93 0.70
H -0.18 -2.08 -0.93
H 1.11 -1.41 1.42
H 2.83 -1.00 0.33
H 2.18 0.11 -0.66
H -0.19 0.78 1.52
H 1.66 2.11 -0.51
H 0.10 2.75 0.41
H 0.70 0.21 -1.28
N -2.41 0.07 0.33
N 2.08 -0.88 -0.35
```

The gap between HOMO and LUMO comes out at 9.49 eV. As for the charge: 0. Its HOMO energy is -8.507 eV. Its spin multiplicity is 1. The energy above the lowest of the compared OMol25 structures with the same formula, charge and spin is 106.1 kcal per mole. Its SMILES is N[C@@H]1C[C@@H](N)[C@H]2C[C@@H]21.



Max |F|, respectively: 4.85 6.09 10.85 1.06 1.15 3.88 eV Å⁻¹.
DFT total energy, respectively: -5082.35899 -404.18927 -3790.33713 -446.24411 -2538.03876 -345.15877 Ha.